i) This record from OMol25 describes 15 unconnected molecules or ions with the total composition C45H120O15. The level of theory is ωB97M-V/def2-TZVPD.

highest occupied orbital energy = -9.29 eV
total charge = 0

Last column: Löwdin charge in e.
Geometry (Å):
C1 2.382 -1.610 4.016  -0.027
C2 2.607 -0.095 3.709  -0.439
C3 3.767 0.196 2.741  -0.038
O1 1.406 0.442 3.091  -0.098
H1 3.314 -1.979 4.526  0.099
H2 2.178 -2.138 3.109  0.039
H3 1.579 -1.631 4.754  0.068
H4 2.776 0.378 4.693  0.130
H5 4.689 -0.257 3.121  0.086
H6 3.834 1.242 2.489  0.046
H7 3.581 -0.378 1.818  0.073
H8 0.825 0.605 3.855  0.042
C4 -2.774 0.341 -4.493  -0.058
C5 -3.299 0.515 -3.100  -0.454
C6 -2.992 1.963 -2.733  -0.040
O2 -4.736 0.311 -3.068  -0.050
H9 -3.208 1.170 -5.060  0.096
H10 -2.939 -0.627 -4.932  0.077
H11 -1.737 0.485 -4.419  0.037
H12 -2.721 -0.164 -2.367  0.151
H13 -3.252 2.604 -3.569  0.091
H14 -1.936 2.098 -2.605  0.048
H15 -3.529 2.244 -1.865  0.060
H16 -4.946 -0.515 -3.483  0.068
C7 3.288 4.117 2.001  -0.081
C8 2.699 4.553 3.297  -0.488
C9 2.635 3.417 4.321  -0.050
O3 3.480 5.581 3.916  -0.077
H17 4.313 3.746 2.122  0.087
H18 3.377 4.907 1.304  0.060
H19 2.726 3.292 1.556  0.081
H20 1.691 5.002 3.236  0.144
H21 1.898 2.677 4.190  0.035
H22 2.571 3.854 5.328  0.087
H23 3.624 2.889 4.235  0.091
H24 4.452 5.344 3.830  0.118
C10 6.361 1.445 -1.398  -0.043
C11 4.895 1.308 -1.095  -0.479
C12 4.101 2.614 -1.422  -0.044
O4 4.345 0.285 -1.943  -0.073
H25 6.434 1.617 -2.488  0.102
H26 6.778 0.503 -1.131  0.066
H27 6.801 2.316 -0.966  0.074
H28 4.684 1.064 -0.088  0.098
H29 4.401 3.484 -0.789  0.080
H30 3.018 2.395 -1.447  0.067
H31 4.373 2.849 -2.473  0.079
H32 4.976 -0.449 -1.919  0.044
C13 3.933 -2.618 -3.790  -0.041
C14 5.079 -3.182 -2.961  -0.463
C15 5.948 -4.199 -3.719  -0.046
O5 5.860 -2.073 -2.595  -0.070
H33 4.210 -2.228 -4.755  0.085
H34 3.488 -1.774 -3.317  0.034
H35 3.132 -3.368 -3.909  0.085
H36 4.692 -3.588 -1.997  0.143
H37 5.423 -5.089 -4.026  0.071
H38 6.744 -4.683 -3.124  0.083
H39 6.366 -3.789 -4.590  0.062
H40 6.463 -2.252 -1.868  0.103
C16 -2.109 -3.508 3.550  -0.054
C17 -1.793 -2.057 3.516  -0.419
C18 -1.791 -1.475 2.052  -0.006
O6 -2.773 -1.336 4.301  -0.069
H41 -3.153 -3.721 3.301  0.084
H42 -1.919 -3.896 4.555  0.085
H43 -1.669 -4.130 2.767  0.076
H44 -0.860 -1.849 4.022  0.121
H45 -1.196 -2.158 1.408  0.067
H46 -1.227 -0.571 2.070  0.056
H47 -2.792 -1.479 1.571  0.056
H48 -2.294 -0.729 4.885  0.047
C19 -0.194 -2.589 -4.774  -0.036
C20 -1.092 -3.870 -4.543  -0.490
C21 -0.459 -4.776 -3.474  -0.048
O7 -2.412 -3.518 -4.247  -0.079
H49 0.762 -2.920 -5.106  0.048
H50 -0.192 -1.906 -3.871  0.078
H51 -0.712 -2.077 -5.610  0.074
H52 -1.069 -4.401 -5.465  0.118
H53 -1.054 -5.681 -3.355  0.078
H54 -0.442 -4.294 -2.480  0.058
H55 0.530 -4.956 -3.920  0.079
H56 -2.441 -3.091 -3.332  0.077
C22 -4.716 -2.590 -1.220  -0.055
C23 -3.493 -3.225 -0.696  -0.465
C24 -3.618 -4.800 -0.588  -0.025
O8 -2.360 -2.836 -1.484  -0.077
H57 -5.559 -2.899 -0.690  0.061
H58 -4.863 -2.995 -2.235  0.103
H59 -4.624 -1.497 -1.301  0.055
H60 -3.323 -2.891 0.340  0.099
H61 -4.603 -5.126 -0.074  0.104
H62 -2.864 -5.190 0.122  0.067
H63 -3.562 -5.366 -1.493  0.059
H64 -1.626 -3.211 -0.943  0.070
C25 2.382 1.119 -4.854  -0.045
C26 1.133 1.895 -5.167  -0.479
C27 0.503 1.384 -6.501  -0.036
O9 0.268 1.717 -4.068  -0.086
H65 2.137 0.094 -4.567  0.069
H66 2.979 1.506 -3.965  0.085
H67 3.022 1.051 -5.704  0.070
H68 1.317 2.957 -5.288  0.127
H69 0.314 0.321 -6.449  0.062
H70 1.230 1.461 -7.294  0.069
H71 -0.436 1.956 -6.689  0.091
H72 -0.591 2.098 -4.256  0.043
C28 2.448 -4.028 1.064  -0.034
C29 1.427 -4.427 -0.052  -0.499
C30 1.018 -5.839 0.174  -0.061
O10 0.288 -3.624 0.123  -0.104
H73 2.747 -2.993 1.025  0.052
H74 3.266 -4.707 1.084  0.067
H75 1.810 -4.157 1.952  0.083
H76 1.815 -4.236 -1.068  0.129
H77 0.098 -6.002 -0.431  0.082
H78 0.667 -5.966 1.201  0.085
H79 1.679 -6.639 -0.142  0.082
H80 0.563 -2.695 0.280  0.037
C31 -0.020 4.565 -2.824  -0.042
C32 -0.563 4.471 -1.386  -0.421
C33 0.239 5.201 -0.324  -0.043
O11 -1.971 5.040 -1.455  -0.080
H81 -0.105 5.617 -3.042  0.080
H82 -0.700 4.068 -3.495  0.057
H83 0.991 4.173 -2.812  0.081
H84 -0.652 3.399 -1.172  0.086
H85 -0.248 5.003 0.646  0.078
H86 0.301 6.269 -0.599  0.096
H87 1.292 4.942 -0.227  0.063
H88 -2.086 5.395 -0.575  0.019
C34 -4.641 0.535 0.483  -0.035
C35 -5.377 0.315 1.777  -0.461
C36 -6.037 -1.028 1.961  -0.032
O12 -4.485 0.541 2.864  -0.088
H89 -5.260 0.325 -0.401  0.086
H90 -3.871 -0.221 0.449  0.060
H91 -4.232 1.515 0.360  0.056
H92 -6.098 1.128 1.866  0.140
H93 -6.394 -1.135 2.949  0.069
H94 -5.304 -1.846 1.710  0.085
H95 -6.836 -1.247 1.206  0.101
H96 -4.051 -0.299 3.153  0.081
C37 -3.155 4.073 1.383  -0.044
C38 -2.755 3.577 2.757  -0.465
C39 -3.796 3.928 3.814  -0.041
O13 -2.485 2.181 2.672  -0.097
H97 -2.896 3.401 0.543  0.079
H98 -2.813 5.026 1.095  0.046
H99 -4.244 4.079 1.397  0.088
H100 -1.787 3.965 3.047  0.129
H101 -3.283 3.638 4.761  0.069
H102 -4.706 3.306 3.839  0.087
H103 -4.052 4.993 3.890  0.088
H104 -3.332 1.652 2.681  0.044
C40 1.120 -1.052 -1.637  -0.032
C41 1.234 -0.157 -0.413  -0.422
C42 0.161 1.002 -0.333  0.001
O14 1.079 -1.034 0.666  -0.088
H105 1.008 -0.529 -2.550  0.046
H106 0.200 -1.691 -1.552  0.085
H107 1.926 -1.751 -1.705  0.064
H108 2.231 0.299 -0.462  0.114
H109 0.434 1.576 0.505  0.054
H110 -0.823 0.568 -0.266  0.072
H111 0.247 1.556 -1.312  0.076
H112 1.100 -0.542 1.500  0.054
C43 -2.323 1.167 6.374  -0.056
C44 -0.998 1.820 5.917  -0.470
C45 0.081 1.453 6.937  -0.051
O15 -0.610 1.275 4.681  -0.085
H113 -2.193 0.187 6.835  0.082
H114 -2.969 1.214 5.473  0.076
H115 -2.862 1.693 7.186  0.092
H116 -1.127 2.933 5.869  0.148
H117 0.299 0.385 6.964  0.085
H118 -0.174 1.900 7.925  0.099
H119 1.002 1.949 6.698  0.052
H120 -1.281 1.435 3.985  0.074

ii) This record from OMol25 describes 15 unconnected molecules or ions with the total composition C45H120O15. The level of theory is ωB97M-V/def2-TZVPD.

highest occupied orbital energy = -10.07 eV
total charge = 0

Last column: Löwdin charge in e.
Geometry (Å):
C1 -12.992 -9.947 -27.943  -0.062
C2 -12.146 -9.458 -29.097  -0.551
C3 -12.259 -7.953 -29.475  -0.039
O1 -10.803 -9.649 -28.935  -0.028
H1 -13.034 -11.022 -27.764  0.080
H2 -14.021 -9.588 -27.943  0.079
H3 -12.643 -9.382 -27.078  0.080
H4 -12.537 -10.014 -29.949  0.123
H5 -13.172 -7.801 -30.051  0.074
H6 -11.386 -7.591 -30.019  0.078
H7 -12.311 -7.368 -28.557  0.073
H8 -10.746 -10.546 -28.599  0.093
C4 -5.929 -8.737 -24.418  -0.080
C5 -5.100 -7.887 -25.314  -0.480
C6 -3.927 -8.684 -26.057  -0.044
O2 -5.920 -7.290 -26.320  -0.061
H9 -6.804 -8.197 -24.056  0.083
H10 -5.378 -8.904 -23.492  0.081
H11 -6.180 -9.664 -24.933  0.083
H12 -4.627 -7.113 -24.709  0.130
H13 -3.194 -9.037 -25.332  0.067
H14 -3.454 -8.087 -26.837  0.071
H15 -4.363 -9.575 -26.509  0.065
H16 -6.437 -7.956 -26.779  0.085
C7 -5.876 -6.112 -15.810  -0.050
C8 -4.462 -5.541 -15.492  -0.477
C9 -3.418 -5.784 -16.599  -0.066
O3 -4.638 -4.165 -15.515  -0.071
H17 -6.271 -5.593 -16.683  0.071
H18 -6.634 -6.069 -15.028  0.076
H19 -5.782 -7.110 -16.239  0.067
H20 -4.034 -5.885 -14.550  0.137
H21 -2.432 -5.420 -16.310  0.076
H22 -3.680 -5.267 -17.522  0.078
H23 -3.217 -6.840 -16.781  0.073
H24 -4.876 -3.884 -16.402  0.084
C10 -21.006 -10.757 -17.958  -0.050
C11 -21.046 -12.207 -17.430  -0.517
C12 -22.415 -12.873 -17.550  -0.062
O4 -20.193 -13.037 -18.142  -0.047
H25 -21.194 -10.748 -19.032  0.079
H26 -20.055 -10.239 -17.830  0.070
H27 -21.754 -10.093 -17.524  0.075
H28 -20.756 -12.326 -16.386  0.129
H29 -23.187 -12.554 -16.851  0.076
H30 -22.395 -13.945 -17.354  0.077
H31 -22.784 -12.713 -18.563  0.079
H32 -19.330 -12.619 -18.105  0.091
C13 -19.446 -14.146 -26.303  -0.049
C14 -20.850 -14.689 -25.911  -0.519
C15 -21.581 -13.866 -24.954  -0.076
O5 -21.635 -14.944 -27.074  -0.049
H33 -19.466 -13.317 -27.011  0.079
H34 -18.939 -15.021 -26.711  0.072
H35 -18.822 -13.843 -25.463  0.074
H36 -20.686 -15.673 -25.474  0.128
H37 -21.847 -12.934 -25.452  0.090
H38 -21.029 -13.602 -24.052  0.085
H39 -22.468 -14.348 -24.541  0.084
H40 -21.108 -15.230 -27.825  0.083
C16 -13.639 -20.000 -22.703  -0.071
C17 -14.391 -21.195 -23.247  -0.497
C18 -14.677 -22.187 -22.155  -0.068
O6 -15.650 -20.749 -23.801  -0.061
H41 -12.681 -20.324 -22.294  0.078
H42 -14.220 -19.490 -21.934  0.082
H43 -13.390 -19.300 -23.500  0.079
H44 -13.819 -21.575 -24.093  0.138
H45 -15.395 -21.745 -21.464  0.081
H46 -13.775 -22.538 -21.655  0.083
H47 -15.249 -23.041 -22.518  0.081
H48 -16.150 -20.451 -23.037  0.074
C19 -17.627 -5.993 -23.932  -0.054
C20 -17.323 -4.514 -23.463  -0.497
C21 -16.201 -3.964 -24.419  -0.062
O7 -18.411 -3.727 -23.682  -0.035
H49 -17.841 -6.028 -25.000  0.075
H50 -18.478 -6.380 -23.373  0.065
H51 -16.784 -6.667 -23.779  0.069
H52 -16.927 -4.445 -22.450  0.130
H53 -16.284 -4.134 -25.493  0.073
H54 -15.289 -4.529 -24.227  0.068
H55 -16.002 -2.911 -24.223  0.072
H56 -19.061 -3.940 -23.008  0.097
C22 -13.012 -2.438 -16.174  -0.066
C23 -12.175 -2.017 -14.987  -0.479
C24 -12.396 -0.543 -14.556  -0.059
O8 -12.421 -2.899 -13.895  -0.059
H57 -12.794 -3.482 -16.398  0.075
H58 -12.800 -1.856 -17.071  0.080
H59 -14.089 -2.475 -16.011  0.081
H60 -11.121 -2.173 -15.214  0.128
H61 -12.436 0.169 -15.381  0.076
H62 -11.661 -0.306 -13.786  0.072
H63 -13.305 -0.261 -14.025  0.074
H64 -12.365 -2.439 -13.054  0.078
C25 -3.332 -13.517 -16.844  -0.056
C26 -3.553 -13.426 -15.312  -0.528
C27 -5.050 -13.489 -15.104  -0.072
O9 -2.944 -14.551 -14.781  -0.041
H65 -3.811 -12.657 -17.313  0.073
H66 -3.770 -14.425 -17.259  0.080
H67 -2.277 -13.511 -17.117  0.074
H68 -3.125 -12.541 -14.841  0.136
H69 -5.365 -14.468 -15.466  0.089
H70 -5.529 -12.595 -15.502  0.082
H71 -5.283 -13.443 -14.040  0.073
H72 -2.956 -14.398 -13.833  0.093
C28 -5.326 -15.524 -23.872  -0.052
C29 -6.140 -16.568 -23.106  -0.522
C30 -7.250 -15.957 -22.179  -0.053
O10 -6.812 -17.408 -23.953  -0.038
H73 -4.874 -14.735 -23.271  0.076
H74 -5.898 -15.148 -24.720  0.081
H75 -4.500 -16.028 -24.374  0.069
H76 -5.565 -17.177 -22.409  0.130
H77 -8.049 -15.490 -22.754  0.072
H78 -6.865 -15.079 -21.660  0.066
H79 -7.719 -16.668 -21.499  0.073
H80 -6.228 -18.152 -24.120  0.097
C31 -17.427 -7.428 -12.490  -0.051
C32 -16.255 -8.239 -11.890  -0.555
C33 -16.669 -9.620 -11.424  -0.052
O11 -15.352 -8.347 -12.897  -0.039
H81 -18.155 -7.198 -11.712  0.074
H82 -17.955 -7.878 -13.331  0.081
H83 -16.966 -6.504 -12.841  0.072
H84 -15.785 -7.699 -11.068  0.134
H85 -17.233 -10.073 -12.240  0.080
H86 -17.449 -9.493 -10.673  0.077
H87 -15.871 -10.272 -11.069  0.082
H88 -14.909 -7.495 -12.881  0.096
C34 -12.137 -11.573 -18.239  -0.076
C35 -13.564 -11.273 -18.489  -0.533
C36 -14.071 -12.062 -19.668  -0.062
O12 -14.336 -11.689 -17.368  -0.049
H89 -12.025 -12.657 -18.196  0.085
H90 -11.765 -11.234 -17.272  0.082
H91 -11.610 -11.203 -19.118  0.085
H92 -13.677 -10.199 -18.642  0.137
H93 -14.998 -11.543 -19.913  0.075
H94 -14.355 -13.102 -19.506  0.087
H95 -13.475 -11.996 -20.578  0.081
H96 -14.255 -11.002 -16.703  0.087
C37 -12.037 -18.551 -15.457  -0.060
C38 -13.188 -17.623 -15.652  -0.546
C39 -14.601 -18.197 -15.695  -0.054
O13 -13.167 -16.641 -14.657  -0.041
H97 -11.972 -19.293 -16.252  0.080
H98 -12.122 -19.102 -14.520  0.086
H99 -11.110 -17.988 -15.555  0.084
H100 -12.985 -17.154 -16.615  0.129
H101 -15.366 -17.432 -15.824  0.077
H102 -14.812 -18.645 -14.725  0.078
H103 -14.704 -19.046 -16.371  0.076
H104 -13.624 -15.885 -15.033  0.091
C40 -8.753 -10.043 -9.255  -0.067
C41 -8.376 -10.782 -7.965  -0.463
C42 -9.677 -11.156 -7.257  -0.078
O14 -7.751 -12.057 -8.216  -0.071
H105 -7.798 -9.784 -9.713  0.074
H106 -9.418 -9.189 -9.125  0.081
H107 -9.126 -10.716 -10.027  0.078
H108 -7.618 -10.229 -7.409  0.137
H109 -10.318 -11.620 -8.006  0.080
H110 -10.192 -10.243 -6.958  0.075
H111 -9.678 -11.790 -6.371  0.080
H112 -8.457 -12.659 -8.464  0.073
C43 -21.711 -20.841 -21.500  -0.065
C44 -21.465 -19.909 -20.327  -0.522
C45 -21.586 -20.591 -18.948  -0.053
O15 -20.206 -19.349 -20.519  -0.040
H113 -22.731 -21.221 -21.561  0.079
H114 -20.971 -21.641 -21.481  0.081
H115 -21.545 -20.335 -22.451  0.077
H116 -22.230 -19.140 -20.432  0.131
H117 -22.569 -21.056 -18.872  0.071
H118 -21.611 -19.937 -18.076  0.069
H119 -20.838 -21.360 -18.759  0.079
H120 -20.290 -18.440 -20.225  0.093

Stability check: which of them is least stable? ii).